C4H3Li2NdO2 | ωB97M-V/def2-TZVPD

Atoms and positions in Å:
C: -1.023 -0.324 0.037
O: -1.851 0.234 0.717
Li: -3.430 -0.473 1.580
Nd: 2.367 2.031 0.202
C: 1.535 -1.581 0.047
C: 1.452 -0.291 -0.299
C: 0.097 0.335 -0.722
O: 0.131 1.712 -0.465
Li: -1.327 2.416 0.354
H: 0.864 -1.795 1.001
H: -0.070 0.109 -1.793
H: 1.254 -2.375 -0.659

## Properties
DFT total energy = -23943.7677 eV
HOMO level (alpha / beta) = -18.19 / -17.72 eV
net charge = +3
⟨S²⟩ = 6.298
orbital gap (alpha / beta) = 6.0434 / 5.1221 eV
spin multiplicity = 5

---

C4H3LuO2 | ωB97M-V/def2-TZVPD

Atoms and positions in Å:
O: -1.379 1.622 -1.047
C: -0.221 1.037 -1.321
C: 0.511 0.282 -0.421
C: -0.036 -0.786 0.321
C: 0.655 -1.491 1.312
O: 1.279 -1.008 2.304
H: 1.566 0.590 -0.282
H: 0.569 -2.604 1.272
Lu: -3.055 0.194 -0.609
H: 0.110 2.164 -1.531

## Properties
DFT total energy = -41896.9860 eV
relative energy (zero: lowest compared OMol25 entry of this formula, charge and spin) = 43.5 kcal per mole
HOMO level (alpha / beta) = -12.48 / -12.79 eV
net charge = +1
⟨S²⟩ = 0.761
orbital gap (alpha / beta) = 6.4550 / 5.6547 eV
spin multiplicity = 2

---

C4H3MgO2Rb | ωB97M-V/def2-TZVPD

Atoms and positions in Å:
Mg: 1.395 -1.479 2.147
O: 0.206 0.004 1.283
C: -0.861 0.580 1.995
H: -1.882 0.273 1.705
H: -0.809 0.369 3.078
C: -0.810 3.292 2.345
C: -0.791 2.056 1.810
C: 0.192 2.959 1.303
O: 0.907 3.449 0.451
Rb: 0.322 -0.961 -1.755
H: -1.229 3.906 3.141

## Properties
DFT total energy = -14382.4593 eV
HOMO level (alpha / beta) = -11.04 / -11.16 eV
net charge = +1
⟨S²⟩ = 0.752
orbital gap (alpha / beta) = 7.0564 / 6.1185 eV
spin multiplicity = 2

---

C4H3N | ωB97M-V/def2-TZVPD

Atoms and positions in Å:
C: 1.813 0.421 0.306
C: 0.769 0.003 -0.143
C: -0.558 -0.542 -0.072
C: -1.671 0.352 -0.399
N: -2.547 1.071 -0.650
H: 2.814 0.757 0.330
H: 0.111 -0.484 1.012
H: -0.731 -1.579 -0.384

## Properties
DFT total energy = -5681.9592 eV
relative energy (zero: lowest compared OMol25 entry of this formula, charge and spin) = 58.8 kcal per mole
HOMO level = -9.64 eV
net charge = 0
orbital gap = 10.1517 eV
spin multiplicity = 1

---

C4H3N | ωB97M-V/def2-TZVPD

Atoms and positions in Å:
C: 1.149 2.161 -0.811
C: 0.402 1.273 -0.483
C: -0.671 0.288 -0.191
C: -0.976 -1.088 0.162
N: -1.882 -0.025 -0.300
H: 2.014 2.884 -0.792
H: -0.718 -1.733 -0.603
H: -1.035 -1.568 1.241

## Properties
SMILES string = C#CC1=NC1
DFT total energy = -5681.9114 eV
relative energy (zero: lowest compared OMol25 entry of this formula, charge and spin) = 59.9 kcal per mole
HOMO level = -10.06 eV
net charge = 0
orbital gap = 10.3561 eV
spin multiplicity = 1

---

C4H3N | ωB97M-V/def2-TZVPD

Atoms and positions in Å:
C: -1.134 0.289 -0.665
C: 1.480 -0.577 -0.019
C: 0.183 0.001 -0.112
C: -1.049 0.257 0.650
N: 1.513 0.694 -0.021
H: -1.758 0.258 -1.476
H: 2.175 -1.378 0.090
H: -1.409 0.456 1.553

## Properties
SMILES string = C1=CC12C=N2
DFT total energy = -5681.0916 eV
relative energy (zero: lowest compared OMol25 entry of this formula, charge and spin) = 78.8 kcal per mole
HOMO level = -8.75 eV
net charge = 0
orbital gap = 9.8461 eV
spin multiplicity = 1

---

C4H3N2O2S | ωB97M-V/def2-TZVPD

Atoms and positions in Å:
C: 1.319 -0.111 0.498
C: 0.129 -0.158 -0.301
C: -0.195 -0.917 1.908
C: 0.093 1.485 -1.479
N: 1.124 -0.473 1.739
N: -0.753 -0.641 0.715
O: -0.810 2.209 -1.217
O: -2.097 -0.949 0.425
S: 1.307 1.297 -2.521
H: 2.278 0.259 0.167
H: 0.030 -0.730 -1.212
H: -2.426 -1.270 1.278

## Properties
DFT total energy = -22104.5331 eV
relative energy (zero: lowest compared OMol25 entry of this formula, charge and spin) = 97.0 kcal per mole
HOMO level = -4.39 eV
net charge = -1
orbital gap = 7.7395 eV
spin multiplicity = 1

---

C4H3N3 | ωB97M-V/def2-TZVPD

Atoms and positions in Å:
N: 3.229 -0.533 0.379
C: 2.101 -0.391 0.174
C: 0.704 -0.268 -0.042
N: -0.101 -1.264 0.141
C: -1.364 -0.743 0.098
C: -1.311 0.612 -0.226
N: 0.035 0.884 -0.302
H: -1.773 -1.459 0.790
H: -2.008 1.418 -0.450
H: 0.487 1.744 -0.561

## Properties
SMILES string = N#Cc1ncc[nH]1
DFT total energy = -8665.3147 eV
relative energy (zero: lowest compared OMol25 entry of this formula, charge and spin) = 25.3 kcal per mole
HOMO level = -9.46 eV
net charge = 0
orbital gap = 10.0185 eV
spin multiplicity = 1